Molecular formula: C62H162N8O30
Method: DFT, wB97M-V/def2-TZVPD

The geometry in XYZ format:
```
262
Properties=species:S:1:pos:R:3:forces:R:3
C -0.563 -20.985 20.302 0.83 0.55 -0.09
C -1.371 -22.188 20.803 -0.58 0.50 0.34
O -1.693 -23.060 19.723 0.80 0.86 -0.20
O -0.290 -19.966 21.294 -0.85 -0.91 0.59
H -1.090 -20.523 19.468 -0.07 -0.18 -0.14
H 0.424 -21.309 19.970 -0.10 -0.34 -0.38
H -2.313 -21.847 21.234 -0.11 0.39 0.17
H -0.879 -22.737 21.607 0.50 0.08 -0.02
H -2.251 -23.735 20.117 -0.61 -0.28 0.36
H 0.012 -19.149 20.891 -0.04 -0.23 -0.34
C -10.462 -23.848 19.387 -0.89 1.25 -0.96
C -11.884 -24.321 19.629 1.02 0.00 -2.79
O -11.942 -24.730 20.886 -1.16 -1.29 4.35
O -10.189 -23.919 18.007 0.70 0.34 -0.56
H -9.709 -24.314 20.023 -0.20 -0.44 -0.09
H -10.494 -22.792 19.654 0.57 0.16 -0.02
H -12.086 -25.174 18.981 -0.04 -0.16 -0.13
H -12.625 -23.564 19.376 -0.01 0.29 -0.14
H -12.032 -23.979 21.478 -0.01 -0.03 0.15
H -9.876 -24.801 17.795 0.01 -0.34 -0.04
C -9.442 -25.286 9.875 -0.08 -0.58 0.60
C -9.588 -25.088 11.409 1.72 -1.25 -1.20
O -10.610 -24.293 11.823 -2.13 1.01 0.11
O -8.273 -26.046 9.573 0.29 0.37 0.40
H -9.393 -24.316 9.380 -0.28 0.15 -0.20
H -10.241 -25.938 9.523 -0.73 0.74 -0.03
H -8.674 -24.643 11.801 0.58 -0.57 -0.05
H -9.780 -26.087 11.800 0.35 0.04 0.38
H -10.675 -23.512 11.267 0.02 0.18 -0.01
H -8.418 -26.381 8.685 0.26 -0.12 -0.01
C -6.548 -26.644 21.328 0.84 1.60 -0.90
C -7.086 -27.528 20.244 -0.87 -1.68 1.40
O -6.148 -28.537 19.919 0.68 0.18 -0.15
O -5.260 -26.194 20.900 -0.75 0.15 0.26
H -6.498 -26.995 22.359 -0.04 -0.82 -0.19
H -7.180 -25.758 21.383 -0.10 0.12 -0.08
H -7.454 -27.043 19.340 0.04 0.44 0.26
H -7.860 -28.067 20.792 -1.05 0.14 -0.48
H -6.490 -28.990 19.145 0.14 -0.19 -0.30
H -4.781 -26.979 20.626 0.48 -0.43 -0.31
C -5.165 -23.568 18.420 -1.00 -3.12 -0.55
C -5.922 -24.814 17.775 -0.12 2.17 1.05
O -5.711 -24.928 16.416 1.47 -0.97 -1.25
O -5.708 -22.384 17.940 0.20 0.51 0.15
H -4.116 -23.621 18.130 0.22 -0.28 0.12
H -5.249 -23.755 19.491 -0.02 0.59 0.39
H -6.998 -24.639 17.774 -0.39 0.10 1.44
H -5.660 -25.687 18.374 0.09 -0.31 -0.46
H -6.184 -24.212 15.985 -0.16 0.26 -0.41
H -4.899 -21.951 17.659 -0.48 1.08 -0.68
C -0.412 -20.317 13.498 -0.20 -0.79 0.93
C 0.161 -20.954 14.784 -0.27 0.84 0.62
O 0.996 -21.995 14.423 1.28 -1.07 -0.19
O 0.609 -19.990 12.573 -0.90 0.95 0.83
H -1.068 -19.492 13.775 0.57 0.63 -0.31
H -1.113 -21.044 13.088 0.04 -0.36 -0.33
H -0.535 -21.384 15.504 -0.95 -0.01 -0.53
H 0.691 -20.273 15.451 0.30 0.65 -0.43
H 1.917 -21.752 14.548 0.00 0.04 -0.08
H 1.046 -20.808 12.325 0.13 -0.56 -0.20
C -7.177 -27.932 16.163 0.34 -0.14 -0.61
C -8.593 -27.464 16.090 -0.78 0.35 -0.37
O -9.143 -27.069 17.318 -0.22 0.33 1.01
O -7.064 -29.215 16.789 -0.09 0.37 0.64
H -6.549 -27.207 16.680 -0.03 -0.21 0.16
H -6.803 -28.023 15.143 0.14 0.17 -0.18
H -9.234 -28.230 15.652 0.02 -0.34 -0.22
H -8.736 -26.580 15.468 0.53 0.01 -0.27
H -9.223 -27.832 17.894 0.01 -0.13 0.07
H -7.408 -29.865 16.172 -0.03 -0.14 -0.04
C -4.000 -33.615 16.327 0.45 0.34 0.29
O -4.420 -32.625 15.468 0.00 1.13 -2.07
C -4.647 -31.336 15.988 -1.08 0.29 0.24
C -4.899 -30.353 14.843 0.87 -0.70 -0.46
N -3.746 -30.378 13.936 -0.58 0.31 0.06
C -4.103 -29.804 12.654 0.14 -0.16 -0.42
C -4.381 -28.332 12.573 -0.14 1.69 0.56
O -5.754 -27.986 12.739 -1.00 -1.41 -0.19
C -6.127 -26.632 12.844 1.09 0.13 -0.06
H -3.797 -34.478 15.693 -0.21 -0.21 0.39
H -4.764 -33.768 17.089 0.05 -0.52 0.25
H -3.066 -33.286 16.783 0.21 -0.28 0.43
H -3.858 -30.950 16.633 0.38 -0.28 0.05
H -5.562 -31.440 16.570 -0.12 0.46 0.48
H -5.052 -29.308 15.112 0.06 -0.25 0.63
H -5.791 -30.651 14.291 -0.45 -0.22 -0.06
H -3.580 -31.329 13.640 0.21 -0.48 0.80
H -4.975 -30.309 12.238 -0.33 -0.16 -0.28
H -3.240 -30.079 12.048 -0.11 0.47 -0.53
H -4.034 -27.940 11.616 0.09 0.07 -0.19
H -3.881 -27.785 13.373 0.73 -0.04 0.08
H -5.819 -26.046 11.979 -0.12 -0.06 -0.46
H -5.608 -26.163 13.681 -0.16 0.09 0.49
H -7.208 -26.561 12.958 0.12 -0.16 0.05
C -8.973 -13.604 16.143 0.34 -0.76 -0.04
O -8.359 -14.893 16.161 0.48 -0.52 1.03
C -9.261 -15.940 16.565 -0.35 -0.85 -1.00
C -8.655 -17.409 16.723 0.60 2.53 -0.62
N -7.661 -17.325 17.766 -0.17 -1.16 1.02
C -6.828 -18.561 17.870 0.41 1.87 0.28
C -5.896 -18.505 19.093 0.81 -0.59 -1.09
O -4.881 -17.508 18.905 -0.91 1.39 0.92
C -4.023 -17.315 20.031 0.75 -1.01 -0.70
H -8.257 -12.966 15.625 -0.31 0.08 -0.07
H -9.173 -13.188 17.130 0.20 -0.17 0.33
H -9.942 -13.656 15.645 -0.03 0.11 -0.41
H -9.939 -15.932 15.712 -0.79 -0.54 0.25
H -9.786 -15.695 17.488 0.03 0.21 0.13
H -8.182 -17.673 15.777 -0.03 -0.17 -0.48
H -9.426 -18.158 16.908 -0.07 0.29 0.27
H -7.071 -16.542 17.523 0.31 0.04 0.20
H -6.228 -18.559 16.961 0.29 -0.80 -0.12
H -7.449 -19.453 17.949 -0.06 0.14 -0.15
H -5.287 -19.409 19.107 -0.42 -0.76 0.17
H -6.483 -18.472 20.011 0.12 0.63 0.21
H -3.210 -16.639 19.763 -0.27 0.18 -0.34
H -3.538 -18.276 20.202 0.20 -0.29 0.36
H -4.396 -16.981 20.999 -0.92 0.11 -0.26
C -8.639 -23.396 14.648 -0.38 0.03 0.95
O -7.227 -23.408 14.510 0.43 0.60 -0.52
C -6.677 -22.782 13.338 -0.41 -0.67 -0.87
C -6.736 -21.258 13.337 0.76 0.30 1.05
N -5.944 -20.724 14.468 -1.91 0.53 0.28
C -4.539 -20.775 14.322 1.26 0.51 -0.78
C -3.706 -20.020 15.351 -1.74 -0.65 0.42
O -3.905 -20.671 16.620 0.78 0.24 -0.60
C -2.961 -20.269 17.580 0.64 -0.07 -0.17
H -9.151 -22.457 14.436 0.39 0.31 -0.29
H -8.815 -23.561 15.711 -0.05 -0.04 0.10
H -9.188 -24.181 14.127 0.41 -0.19 -0.47
H -7.139 -23.243 12.465 -0.58 0.28 -0.28
H -5.654 -23.128 13.190 0.23 0.06 0.74
H -7.759 -20.884 13.379 -0.11 -0.10 0.37
H -6.326 -20.765 12.456 0.13 -0.58 -0.39
H -6.280 -21.146 15.321 0.20 -0.08 0.25
H -4.294 -20.235 13.407 -0.02 -0.03 -0.45
H -4.154 -21.784 14.171 0.38 -0.33 0.26
H -4.086 -19.003 15.449 -0.03 0.24 -0.08
H -2.675 -19.963 15.004 0.21 -0.40 0.43
H -3.026 -19.211 17.832 -0.63 0.09 0.48
H -1.941 -20.343 17.202 0.27 -0.41 -0.32
H -3.025 -20.977 18.406 -0.15 0.39 0.30
C -2.455 -24.163 15.684 1.24 0.68 -0.56
O -1.250 -24.089 14.950 0.58 -1.58 -2.04
C -1.024 -25.232 14.073 1.91 0.49 0.63
C 0.429 -25.126 13.458 -1.42 0.12 -0.48
N 0.596 -24.032 12.477 0.91 0.15 -0.01
C 1.984 -24.050 11.855 -2.27 -2.48 0.03
C 2.144 -23.113 10.695 0.06 0.36 1.37
O 2.132 -21.860 11.339 0.85 1.86 -1.14
C 2.899 -20.848 10.659 -0.02 0.52 0.32
H -2.435 -25.032 16.342 -0.34 -0.06 0.17
H -3.291 -24.169 14.984 -0.41 0.00 0.39
H -2.314 -23.221 16.212 -1.18 -0.09 0.62
H -1.771 -25.478 13.318 -0.36 0.99 -0.28
H -1.021 -26.140 14.676 0.15 -0.17 0.46
H 0.592 -26.061 12.922 0.11 -0.22 0.09
H 1.133 -25.059 14.287 0.17 -0.01 0.19
H 0.601 -23.210 13.063 -0.34 0.39 -0.13
H 2.008 -25.052 11.427 0.45 -0.35 0.01
H 2.737 -24.007 12.642 0.42 0.45 -0.25
H 1.325 -23.168 9.978 -0.08 -0.25 -0.03
H 3.102 -23.246 10.194 0.07 -0.26 -0.06
H 2.376 -19.893 10.713 -0.13 -0.09 0.20
H 3.120 -21.002 9.603 -0.44 -0.64 -0.11
H 3.873 -20.719 11.130 0.05 -0.12 0.29
C -11.845 -21.522 13.667 -1.37 -0.55 -0.73
O -11.536 -20.842 14.826 0.47 0.62 1.30
C -12.338 -21.206 15.951 0.14 -0.84 0.77
C -11.685 -20.825 17.313 -0.81 0.77 -0.68
N -11.740 -19.362 17.619 0.37 -1.45 -0.54
C -11.227 -19.070 18.939 -0.28 0.44 0.19
C -11.702 -17.698 19.349 -0.93 0.69 0.41
O -13.079 -17.859 19.773 1.07 0.02 -0.47
C -13.688 -16.862 20.552 0.30 -0.14 -0.17
H -11.640 -22.592 13.680 0.66 -0.17 0.20
H -11.418 -21.050 12.782 0.42 0.08 0.27
H -12.922 -21.514 13.494 -0.46 0.27 -0.08
H -12.493 -22.285 15.979 0.70 -0.58 -0.05
H -13.387 -20.935 15.833 -0.01 1.17 -0.01
H -10.744 -21.369 17.390 0.83 0.56 -0.40
H -12.191 -21.298 18.155 -0.80 -0.08 -0.25
H -11.175 -18.826 16.975 -0.16 -0.17 -0.49
H -10.140 -19.109 19.008 0.30 -0.19 0.09
H -11.672 -19.786 19.631 0.23 -0.03 0.17
H -11.607 -16.968 18.545 -0.51 -0.17 -0.80
H -11.062 -17.173 20.057 -0.07 -0.59 1.04
H -14.691 -17.252 20.724 0.03 0.27 0.30
H -13.759 -15.885 20.072 -0.03 0.09 -0.42
H -13.139 -16.694 21.479 -0.06 -0.14 0.35
C 6.033 -19.879 18.840 0.22 1.58 -0.92
O 5.267 -21.039 18.910 0.64 -0.28 0.34
C 6.000 -22.049 19.608 -0.66 -0.60 0.39
C 5.023 -23.064 20.160 -1.11 -0.93 -1.01
N 4.605 -24.155 19.202 0.09 0.71 0.47
C 3.404 -24.842 19.658 -0.84 0.47 0.68
C 2.118 -23.962 19.475 0.21 0.19 -0.54
O 1.923 -23.731 18.076 0.46 0.08 0.06
C 0.604 -23.385 17.669 0.20 -1.62 -0.28
H 6.137 -19.336 19.779 0.13 -0.38 0.45
H 5.611 -19.132 18.169 -0.85 -0.26 -0.08
H 7.008 -19.976 18.363 0.44 -0.71 0.35
H 6.492 -21.675 20.506 0.20 0.67 -0.09
H 6.763 -22.500 18.974 0.02 -0.04 -0.20
H 4.133 -22.505 20.452 -0.04 0.31 0.21
H 5.390 -23.516 21.081 0.27 -0.26 -0.19
H 4.171 -23.738 18.391 0.92 0.76 -0.72
H 3.528 -25.124 20.704 -0.18 -0.01 0.17
H 3.298 -25.767 19.092 -0.19 0.04 -0.11
H 2.198 -22.955 19.886 0.43 0.00 0.62
H 1.228 -24.376 19.949 -0.16 -0.52 -0.11
H 0.612 -23.374 16.579 0.08 0.44 0.05
H 0.134 -22.503 18.104 0.43 0.12 0.10
H 0.012 -24.264 17.923 -0.67 0.16 0.16
C -3.038 -27.547 18.412 1.05 -1.51 -0.26
O -2.731 -27.348 19.755 -0.61 1.08 1.94
C -1.857 -26.223 20.004 -0.16 -0.54 -1.45
C -1.822 -25.680 21.417 -2.39 -1.40 -0.92
N -3.070 -24.924 21.682 2.07 1.87 0.40
C -3.079 -24.266 22.997 -0.07 -0.48 -0.25
C -2.957 -25.206 24.205 1.24 0.03 0.55
O -1.568 -25.382 24.633 -0.29 0.35 -1.61
C -1.328 -26.435 25.521 -0.61 0.70 1.39
H -3.565 -28.500 18.360 -0.75 0.34 0.07
H -2.105 -27.849 17.936 0.32 0.60 -0.74
H -3.541 -26.737 17.884 -0.06 0.14 0.15
H -2.152 -25.442 19.304 0.03 0.21 -0.12
H -0.866 -26.561 19.699 0.37 0.10 0.07
H -0.893 -25.110 21.436 -0.23 0.20 0.77
H -1.863 -26.582 22.028 0.98 0.02 0.59
H -3.944 -25.372 21.447 0.21 -0.33 0.15
H -4.006 -23.712 23.144 -0.30 -0.18 -0.32
H -2.336 -23.468 22.993 0.37 -0.27 0.39
H -3.407 -26.169 23.966 0.02 -0.23 -0.11
H -3.517 -24.792 25.043 -0.04 0.07 0.25
H -1.792 -26.127 26.459 -0.77 -0.58 0.38
H -0.303 -26.483 25.889 0.42 0.07 -1.04
H -1.681 -27.414 25.196 -0.04 -0.02 -0.14
C -6.988 -26.224 26.723 -0.02 -0.90 -1.06
O -6.919 -25.588 25.401 -0.60 -0.13 1.80
C -6.627 -24.192 25.517 -0.20 0.51 -1.00
C -6.955 -23.427 24.170 0.45 -0.34 2.23
N -8.341 -23.685 23.757 2.02 0.05 -0.51
C -8.624 -23.243 22.377 -0.88 0.61 0.25
C -8.454 -21.721 22.088 0.14 -0.83 1.15
O -8.958 -21.370 20.828 0.22 0.59 -0.70
C -8.031 -21.496 19.749 0.16 -0.98 -0.41
H -7.903 -26.055 27.291 0.10 1.15 0.00
H -6.067 -26.133 27.299 -0.05 0.76 0.07
H -7.079 -27.306 26.630 0.22 -0.14 -0.93
H -5.568 -24.123 25.765 0.24 0.36 -0.19
H -7.150 -23.639 26.298 -0.51 -0.62 0.35
H -6.118 -23.697 23.527 -0.36 0.00 -0.92
H -6.879 -22.376 24.446 0.31 0.14 -0.21
H -8.322 -24.695 23.761 -0.86 -0.40 -0.11
H -9.695 -23.441 22.336 -0.09 0.02 -0.71
H -8.132 -23.791 21.574 0.31 -0.30 0.08
H -7.430 -21.382 22.243 0.37 -0.13 -0.35
H -9.009 -21.206 22.873 -0.37 0.24 -0.21
H -7.148 -20.857 19.749 -0.01 0.15 0.77
H -8.459 -21.340 18.759 -0.87 0.38 0.33
H -7.698 -22.527 19.635 0.31 -0.19 0.39
```
Forces are in eV/Å.

Highest occupied orbital energy, eV: -8.4
Frontier orbital gap, eV: 8.866
Maximum force, eV/Å: 4.68